[1]
Entry from the Open Molecules 2025 dataset: a cluster of 2 separate species, C5H4N in total (the ωB97M-V functional and the def2-TZVPD basis).

Atoms and positions in Å:
1 C -1.11129 -1.64039 -0.20176
2 C 1.81478 3.15421 0.20299
3 C -0.63827 -0.65718 0.30201
4 C 0.67407 2.66514 -0.40299
5 C -1.47073 -2.90679 -0.57873
6 N 1.35062 2.08243 0.72289
7 H -0.09203 0.12602 0.80684
8 H 2.48243 3.93124 0.45928
9 H -2.18031 -3.35631 -0.05287
10 H -0.82928 -3.39838 -1.25766

Properties
- net charge = +1
- relative energy (zero: lowest compared OMol25 entry of this formula, charge and spin) (kJ/mol) = 452.99

---

[2]
Entry from the Open Molecules 2025 dataset: a cluster of 2 separate species, C2H10N3O in total (the ωB97M-V functional and the def2-TZVPD basis).

Atoms and positions in Å:
1 C -0.74321 3.22259 1.59899
2 C 0.14206 0.34326 -0.18912
3 N -0.26382 -0.74627 -0.77814
4 N -0.53457 1.49655 0.12455
5 N 1.10750 -3.06022 -1.08099
6 O 0.16283 2.56915 0.75294
7 H -0.69013 4.28160 1.40445
8 H -0.48195 2.98514 2.70275
9 H -1.83562 2.76518 1.34977
10 H 1.07305 0.16404 0.25560
11 H 0.22089 -1.60162 -0.88797
12 H -1.12316 -0.56962 -1.30370
13 H -1.49726 1.60025 -0.19655
14 H 1.96266 -3.14034 -0.55067
15 H 0.52362 -3.85807 -1.27427
16 H 1.35242 -2.81168 -2.02530

Properties
- net charge = +1
- relative energy (zero: lowest compared OMol25 entry of this formula, charge and spin) (kJ/mol) = 399.42

---

[3]
Entry from the Open Molecules 2025 dataset: a structure of composition C5H10N2O (the ωB97M-V functional and the def2-TZVPD basis).

Atoms and positions in Å:
1 C 1.50418 -2.14144 -1.08582
2 C 0.34238 -1.29544 -0.65333
3 C -1.07769 -1.66054 -0.89854
4 C 0.42384 -0.08457 -0.01103
5 C 0.16625 1.87001 1.13178
6 H 1.24717 -2.28500 -2.17774
7 H 1.76338 -3.12723 -0.83104
8 H 2.19816 -1.25232 -1.07663
9 H -1.24768 -2.37717 -1.87593
10 H -1.61525 -0.76922 -1.28405
11 H -1.36911 -1.89337 0.16185
12 H 1.47481 0.11127 -0.16424
13 H -2.03691 0.32209 1.46254
14 H -2.59423 1.68817 0.52274
15 H -0.77041 2.54569 1.62110
16 N -0.43596 0.85144 0.32205
17 N -1.89897 0.55422 0.45671
18 O 1.39262 2.13366 0.91147

Properties
- net charge = 0
- relative energy (zero: lowest compared OMol25 entry of this formula, charge and spin) (kJ/mol) = 624.91

---

[4]
Entry from the Open Molecules 2025 dataset: a structure of composition C51H86CsNO10P6 (the ωB97M-V functional and the def2-TZVPD basis).

Atoms and positions in Å:
1 Cs -0.78115 -1.13964 0.67631
2 C 2.83414 -1.21373 -3.28832
3 C 4.03622 -0.85641 -2.40631
4 C 5.00628 -2.03525 -2.37811
5 P 3.39301 -0.14308 -0.78305
6 C 3.74384 -1.38523 0.57234
7 C 5.14136 -1.90408 0.91433
8 C 3.12831 -0.79549 1.85408
9 C 4.60852 1.22610 -0.53673
10 C 5.99197 1.03098 -0.51006
11 C 6.91866 2.06530 -0.46664
12 C 8.40208 1.80234 -0.43797
13 C 6.40430 3.36391 -0.46387
14 C 5.04780 3.61399 -0.52081
15 C 4.09316 2.56024 -0.56466
16 N 2.75881 2.73062 -0.54654
17 C 2.03404 3.69514 -1.12791
18 C 2.42487 4.54828 -2.18660
19 C 1.52864 5.45442 -2.74629
20 C 0.21973 5.57230 -2.30088
21 C -0.74116 6.57019 -2.89540
22 C -0.17539 4.72024 -1.25731
23 C 0.66964 3.79307 -0.67624
24 P 0.29627 2.53500 0.61519
25 C 0.97087 3.32587 2.18199
26 C 2.20080 2.59677 2.71282
27 C 1.24893 4.82119 2.08047
28 C -1.53338 2.72475 0.99111
29 C -2.07737 3.99821 1.64075
30 C -2.35298 2.33901 -0.24805
31 H 3.16012 -1.49518 -4.29753
32 H 2.13566 -0.38068 -3.36457
33 H 2.26619 -2.04934 -2.86652
34 H 4.55227 -0.00605 -2.85886
35 H 4.57100 -2.90883 -1.88120
36 H 5.94185 -1.80353 -1.86814
37 H 5.25466 -2.33960 -3.40235
38 H 3.11200 -2.23689 0.28723
39 H 5.80041 -1.08163 1.20022
40 H 5.61514 -2.45983 0.10622
41 H 5.07553 -2.57257 1.78068
42 H 3.78213 -0.01132 2.24897
43 H 3.00721 -1.57057 2.61485
44 H 2.15265 -0.33567 1.68417
45 H 6.37279 0.01470 -0.55201
46 H 8.60441 0.72928 -0.41361
47 H 8.88389 2.24156 0.44158
48 H 8.91294 2.20957 -1.31680
49 H 7.09176 4.20638 -0.41444
50 H 4.68356 4.63493 -0.51113
51 H 3.43374 4.47748 -2.57619
52 H 1.86572 6.09347 -3.56006
53 H -0.25898 7.13824 -3.69459
54 H -1.10250 7.29263 -2.15591
55 H -1.62820 6.09341 -3.32671
56 H -1.19667 4.80037 -0.90262
57 H 0.16406 3.16520 2.90520
58 H 3.03827 2.67810 2.01715
59 H 2.00035 1.53851 2.86036
60 H 2.50476 3.01508 3.68093
61 H 2.08883 5.00870 1.40460
62 H 1.51317 5.22365 3.06636
63 H 0.39491 5.38190 1.69614
64 H -1.67233 1.91256 1.71823
65 H -1.93520 4.87838 1.00897
66 H -1.60687 4.20127 2.60478
67 H -3.15268 3.89994 1.82920
68 H -2.31790 3.13248 -0.99749
69 H -3.39981 2.16181 0.02183
70 H -1.95683 1.42710 -0.70737
71 C -3.33791 -6.23522 -2.69519
72 C -2.35852 -6.06630 -1.55437
73 C -2.99567 -5.60153 -0.26373
74 O -1.27958 -5.20385 -2.05801
75 P -1.00668 -3.68710 -1.77100
76 O -1.64690 -3.09802 -0.58241
77 C -1.52265 -2.71353 -3.20799
78 P -1.72515 -1.01555 -2.66978
79 O -0.58006 -0.56257 -1.86293
80 O -1.96551 -0.19781 -4.00498
81 C -1.75123 1.26217 -3.89622
82 C -0.32533 1.58444 -4.26134
83 C -2.78344 1.91786 -4.77702
84 O -3.05748 -0.87968 -1.83674
85 C -4.43134 -0.83876 -2.28365
86 C -4.88242 -2.19861 -2.77910
87 C -5.21534 -0.37478 -1.07976
88 O 0.54894 -3.58651 -1.93159
89 C 1.62613 -4.41173 -1.37310
90 C 1.26112 -5.04546 -0.05461
91 C 2.04451 -5.38525 -2.45211
92 H -4.10329 -6.96409 -2.41956
93 H -2.83972 -6.57443 -3.60522
94 H -3.84094 -5.28562 -2.90321
95 H -1.84356 -7.00919 -1.36930
96 H -3.54003 -4.66241 -0.37661
97 H -2.28617 -5.46277 0.55656
98 H -3.71304 -6.37575 0.02872
99 H -2.44490 -3.11596 -3.62466
100 H -0.73123 -2.72460 -3.95875
101 H -1.91869 1.55632 -2.85878
102 H -0.13256 1.32495 -5.30663
103 H 0.36406 1.03992 -3.61817
104 H -0.13714 2.65162 -4.11354
105 H -2.63103 1.63077 -5.82073
106 H -2.69443 3.00339 -4.69795
107 H -3.79636 1.63752 -4.48354
108 H -4.49086 -0.10486 -3.09039
109 H -4.59052 -2.96829 -2.06114
110 H -4.46861 -2.44511 -3.75846
111 H -5.97094 -2.20883 -2.86736
112 H -5.05436 -1.06235 -0.24533
113 H -6.28215 -0.33327 -1.31400
114 H -4.88238 0.61235 -0.76072
115 H 2.41901 -3.67958 -1.21926
116 H 0.42059 -5.73657 -0.13749
117 H 1.00389 -4.31493 0.71693
118 H 2.13010 -5.61500 0.28934
119 H 1.22223 -6.06548 -2.68643
120 H 2.89379 -5.97522 -2.09927
121 H 2.33956 -4.85837 -3.36207
122 C 1.13378 -0.45126 4.87139
123 P -0.39479 -0.81406 3.84526
124 C -1.00183 -2.05872 5.07993
125 C -1.50073 0.63831 4.38580
126 C -0.88057 1.62475 5.17163
127 C -1.55788 2.68993 5.74707
128 C -2.92463 2.77546 5.58234
129 C -3.55185 1.86109 4.74921
130 C -2.88542 0.83337 4.06801
131 P -3.89831 0.05704 2.64868
132 C -5.15906 1.41359 2.41489
133 C -5.05327 -1.07313 3.53093
134 H 0.94698 -0.23692 5.92872
135 H 1.76363 0.33295 4.44939
136 H 1.70772 -1.38194 4.81051
137 H -0.72376 -1.75487 6.09279
138 H -0.54338 -3.02426 4.85533
139 H -2.08111 -2.16616 5.01947
140 H 0.18146 1.55815 5.35287
141 H -1.01352 3.42150 6.33356
142 H -3.50181 3.55743 6.06269
143 H -4.61747 1.97698 4.60450
144 H -5.91498 1.52267 3.19960
145 H -5.67823 1.14263 1.49002
146 H -4.67329 2.37701 2.25016
147 H -5.27596 -0.67254 4.52414
148 H -4.64093 -2.07875 3.59158
149 H -5.98490 -1.11897 2.95950
150 O -3.50627 -3.61626 2.09821
151 C -2.44112 -3.03668 2.34238
152 O -2.33071 -1.83067 2.72454
153 C -1.06059 -3.81640 2.16645
154 O -1.12605 -5.05005 2.02791
155 O -0.01979 -3.09753 2.17593

Properties
- net charge = -2

---

Number 1: lowest unoccupied orbital energy -8.4 eV, HOMO level -13.59 eV. Number 2: lowest unoccupied orbital energy -3.4 eV, HOMO level -14.18 eV. Number 3: lowest unoccupied orbital energy 0.3 eV, HOMO level -7.80 eV. Number 4: lowest unoccupied orbital energy 3.3 eV, HOMO level -1.38 eV.